# 1
Formula: C34H47As3MnN6S2
Source: OMol25
Level of theory: ωB97M-V/def2-TZVPD

Calculated values
- Energy relative to the best compared isomer or geometry (same formula, charge and spin): 0.0 kcal per mole
- M: 883.6 g/mol
- 2S+1: 6
- Frontier orbital gap (spin up / spin down): 6.83 / 6.80 eV
- E_HOMO (spin up / spin down): -0.2405 / -0.2399 hartree

Each line ends with the Löwdin spin population.
CARTESIAN COORDINATES (ANGSTROEM)
Mn: -0.786 0.681 0.051  4.700
C: -2.563 3.277 0.830  0.004
N: -2.435 2.310 -0.258  0.029
C: -2.413 2.901 -1.593  0.003
C: -1.090 2.702 -2.242  0.006
N: -0.231 1.772 -1.912  0.029
C: 0.787 1.860 -2.865  0.003
C: 1.878 1.034 -3.115  0.001
C: 2.688 1.328 -4.195  0.000
C: 2.417 2.412 -5.039  0.000
C: 1.309 3.212 -4.840  0.000
C: 0.503 2.902 -3.753  0.001
N: -0.700 3.425 -3.319  0.002
C: -1.736 2.867 2.005  0.006
N: -0.606 2.202 1.950  0.024
C: -0.206 2.080 3.291  0.003
C: 0.907 1.488 3.885  0.000
C: 1.014 1.522 5.262  0.000
C: 0.037 2.121 6.064  0.000
C: -1.071 2.720 5.499  0.000
C: -1.160 2.690 4.115  0.001
N: -2.108 3.205 3.257  0.002
H: -3.600 3.386 1.152  0.001
H: -2.203 4.252 0.495  0.000
H: -3.198 1.632 -0.247  0.000
H: -2.653 3.966 -1.564  0.001
H: -3.154 2.392 -2.215  0.000
H: 2.064 0.164 -2.507  0.001
H: 3.540 0.694 -4.408  0.000
H: 3.073 2.610 -5.878  0.000
H: 1.068 4.022 -5.516  0.000
H: -1.239 4.148 -3.757  0.000
H: 1.680 1.017 3.297  0.000
H: 1.876 1.067 5.736  0.000
H: 0.155 2.117 7.140  0.000
H: -1.835 3.189 6.105  0.000
H: -3.058 3.448 3.491  0.000
C: 3.876 0.049 -0.642  0.011
As: 2.157 0.354 0.269  0.028
C: 2.806 1.947 1.204  0.002
C: 2.203 -1.035 1.670  0.002
C: 2.021 -2.508 1.243  0.000
C: 2.816 -2.842 -0.024  0.000
C: 0.551 -2.882 1.028  0.004
As: -0.613 -1.935 -0.264  0.020
C: -2.104 -3.159 -0.048  0.003
C: 0.019 -2.512 -2.016  0.004
C: 2.597 -3.413 2.357  0.000
As: 1.827 -3.699 4.165  0.000
C: 0.244 -4.788 3.736  0.000
C: 0.896 -2.029 4.603  0.000
H: 4.628 -0.238 0.093  0.001
H: 4.166 0.991 -1.104  0.000
H: 3.817 -0.715 -1.412  0.000
H: 3.609 1.708 1.902  0.001
H: 2.005 2.470 1.714  0.000
H: 3.202 2.600 0.426  0.000
H: 1.399 -0.778 2.363  0.001
H: 3.145 -0.923 2.215  0.000
H: 2.477 -2.268 -0.887  0.000
H: 2.682 -3.898 -0.271  0.000
H: 3.885 -2.665 0.113  0.000
H: 0.003 -2.760 1.967  0.000
H: 0.497 -3.946 0.776  0.001
H: -1.757 -4.162 -0.298  0.000
H: -2.899 -2.838 -0.717  0.000
H: -2.457 -3.124 0.979  0.000
H: 0.397 -3.533 -1.965  0.000
H: 0.795 -1.852 -2.403  0.000
H: -0.837 -2.460 -2.690  0.000
H: 3.635 -3.121 2.539  0.000
H: 2.647 -4.439 1.972  0.000
H: 0.507 -5.529 2.981  0.000
H: -0.598 -4.196 3.378  0.000
H: -0.055 -5.316 4.640  0.000
H: 1.621 -1.226 4.721  0.000
H: 0.408 -2.179 5.567  0.000
H: 0.136 -1.728 3.881  0.000
S: -2.511 -0.436 2.008  0.034
C: -3.712 0.698 2.238  0.008
N: -4.537 1.499 2.416  0.010
S: -3.067 -0.279 -1.807  0.040
C: -2.846 -0.395 -3.548  0.006
C: -1.603 -0.240 -4.174  0.000
C: -1.462 -0.334 -5.550  0.000
C: -2.564 -0.592 -6.355  0.000
C: -3.804 -0.763 -5.751  0.000
C: -3.943 -0.669 -4.376  0.002
H: -0.730 -0.069 -3.561  0.000
H: -0.478 -0.212 -5.992  0.000
H: -2.458 -0.667 -7.430  0.000
H: -4.676 -0.974 -6.359  0.000
H: -4.916 -0.803 -3.919  0.001

# 2
Formula: C19H25BaClO4S4
Source: OMol25
Level of theory: ωB97M-V/def2-TZVPD

Calculated values
- Energy relative to the best compared isomer or geometry (same formula, charge and spin): 4.3 kcal per mole
- M: 618.5 g/mol
- Frontier orbital gap: 5.12 eV
- Charge: -2
- E_HOMO: -0.0460 hartree

Each line ends with the Löwdin charge.
CARTESIAN COORDINATES (ANGSTROEM)
Ba: -0.505 -0.303 1.744  1.446
C: 3.428 -0.221 2.140  -0.067
C: 2.692 0.012 0.843  -0.231
C: 1.937 1.215 0.786  -0.306
C: 2.090 2.191 1.944  -0.078
C: 1.059 1.474 -0.256  -0.270
C: 0.358 2.805 -0.293  -0.034
C: 0.833 0.416 -1.183  -0.208
C: -0.252 0.614 -2.183  -0.008
C: 1.561 -0.765 -1.118  -0.197
C: 1.283 -1.864 -2.038  -0.043
C: 2.526 -0.973 -0.097  -0.219
C: 3.273 -2.226 0.042  -0.054
H: 4.060 -1.105 2.176  0.067
H: 2.697 -0.325 2.960  0.013
H: 4.079 0.688 2.253  0.097
H: 2.297 1.768 2.928  0.026
H: 1.154 2.715 1.981  0.048
H: 2.903 2.853 1.615  0.100
H: -0.487 2.831 -0.946  0.063
H: 1.046 3.555 -0.608  0.082
H: -0.035 3.144 0.681  0.080
H: -0.100 1.525 -2.578  0.049
H: -1.220 0.478 -1.745  0.064
H: -0.221 -0.110 -2.981  0.074
H: 0.831 -1.533 -3.010  0.086
H: 0.554 -2.568 -1.608  0.099
H: 2.041 -2.523 -2.334  0.052
H: 4.309 -2.098 0.330  0.080
H: 3.197 -2.836 -0.880  0.081
H: 2.768 -2.820 0.778  0.033
S: 0.022 -3.259 1.459  -0.253
S: 1.032 -2.887 3.271  -0.205
S: -0.098 -1.642 4.541  -0.256
S: 0.499 0.310 4.428  -0.247
O: -1.481 -3.009 -7.341  -0.379
Cl: -1.402 -1.903 -6.467  0.576
O: -2.729 -1.432 -6.313  -0.389
O: -0.558 -0.886 -6.987  -0.382
O: -0.925 -2.281 -5.125  -0.410
C: -2.938 2.314 3.100  -0.080
C: -3.222 1.456 2.088  -0.493
C: -3.187 1.840 0.693  -0.116
C: -3.246 0.866 -0.276  -0.224
C: -3.272 -0.479 -0.034  -0.207
C: -3.358 -0.897 1.364  -0.240
C: -3.517 0.085 2.339  -0.179
H: -2.760 1.902 4.095  0.027
H: -2.487 3.252 2.773  0.020
H: -3.142 2.936 0.366  0.121
H: -3.386 1.155 -1.348  0.118
H: -3.185 -1.181 -0.860  0.091
H: -3.313 -1.965 1.554  0.088
H: -3.505 -0.311 3.332  0.093

# 3
Formula: C14H28AsFN4O3P2S4Ti
Source: OMol25
Level of theory: ωB97M-V/def2-TZVPD

Calculated values
- Energy relative to the best compared isomer or geometry (same formula, charge and spin): 36.7 kcal per mole
- M: 632.4 g/mol
- Frontier orbital gap: 5.26 eV
- Charge: -2
- E_HOMO: -0.0303 hartree

Each line ends with the Löwdin charge.
CARTESIAN COORDINATES (ANGSTROEM)
Ti: -0.586 1.116 -0.256  0.501
S: -3.691 2.321 -3.113  -0.244
As: -3.234 1.989 -1.041  -0.488
S: -2.796 -0.132 -0.745  0.118
S: -1.569 3.282 -0.408  0.154
S: -5.013 2.516 0.031  -0.233
C: 0.375 -2.448 2.670  -0.189
N: -0.006 -1.063 2.756  -0.399
C: 0.158 -0.486 4.071  -0.172
P: -1.344 -0.551 1.740  0.686
O: -0.967 0.961 1.562  -0.569
O: 0.227 -0.987 -0.637  -0.382
P: 0.325 -0.468 -2.044  0.323
O: -0.243 0.932 -2.203  -0.415
N: -0.364 -1.430 -3.238  -0.291
C: -1.652 -1.064 -3.821  -0.144
C: -0.175 -2.854 -3.048  -0.131
N: 1.948 -0.558 -2.495  -0.287
C: 2.337 0.103 -3.721  -0.120
C: 2.992 -0.672 -1.494  -0.114
N: -2.601 -0.431 2.950  -0.379
C: -3.463 -1.594 2.967  -0.183
C: -3.354 0.811 3.073  -0.152
H: 1.441 -2.561 2.912  0.066
H: 0.212 -2.788 1.645  0.056
H: -0.194 -3.100 3.357  0.063
H: 1.217 -0.513 4.369  0.066
H: -0.425 -1.014 4.843  0.066
H: -0.170 0.554 4.045  0.069
H: -1.790 0.016 -3.785  0.031
H: -2.493 -1.520 -3.292  0.050
H: -1.675 -1.391 -4.869  0.074
H: 0.767 -3.030 -2.529  0.069
H: -0.141 -3.356 -4.022  0.073
H: -0.985 -3.302 -2.457  0.084
H: 1.453 0.278 -4.334  0.076
H: 3.037 -0.524 -4.287  0.074
H: 2.821 1.069 -3.525  0.075
H: 2.545 -0.946 -0.541  0.071
H: 3.535 0.272 -1.360  0.070
H: 3.710 -1.450 -1.784  0.074
H: -2.871 -2.492 2.771  0.055
H: -4.257 -1.532 2.208  0.073
H: -3.940 -1.689 3.950  0.067
H: -2.712 1.659 2.844  0.064
H: -3.713 0.923 4.108  0.068
H: -4.216 0.854 2.397  0.031
F: 5.157 3.235 0.769  0.014
C: 3.898 2.772 0.539  -0.304
C: 3.283 1.994 1.497  -0.027
C: 1.997 1.533 1.243  -0.090
C: 1.311 1.830 0.057  -0.269
C: 1.997 2.611 -0.882  -0.125
C: 3.280 3.089 -0.652  -0.041
H: 3.799 1.759 2.420  0.106
H: 1.506 0.915 1.988  0.078
H: 1.511 2.855 -1.820  0.099
H: 3.799 3.701 -1.381  0.107

# 4
Formula: C4H2BrN3
Source: OMol25
Level of theory: ωB97M-V/def2-TZVPD

Calculated values
- M: 172.0 g/mol
- 2S+1: 3
- Frontier orbital gap (spin up / spin down): 6.03 / 8.19 eV
- E_HOMO (spin up / spin down): -0.2146 / -0.4308 hartree

Each line ends with the Löwdin spin population.
CARTESIAN COORDINATES (ANGSTROEM)
C: 0.221 -1.794 -0.362  0.074
C: -1.114 0.171 -0.629  0.503
C: 1.573 0.913 1.131  0.011
C: -0.632 -0.759 0.107  0.533
N: 0.886 -2.621 -0.778  0.201
N: -1.827 1.044 -1.104  0.538
N: 1.078 0.994 2.130  0.015
Br: 2.338 0.696 -0.451  0.013
H: -1.086 -0.567 1.187  0.068
H: -1.437 1.923 -1.232  0.043

# 5
Formula: C36H55NO28
Source: OMol25
Level of theory: ωB97M-V/def2-TZVPD

Calculated values
- M: 949.8 g/mol
- 2S+1: 2
- Frontier orbital gap (spin up / spin down): 10.29 / 5.82 eV
- Charge: +1
- E_HOMO (spin up / spin down): -0.4501 / -0.4501 hartree

Each line ends with the Löwdin spin population.
CARTESIAN COORDINATES (ANGSTROEM)
C: 0.523 -3.406 -5.244  0.000
C: 1.955 -3.763 -4.809  0.000
O: 2.356 -2.712 -3.987  0.000
C: 1.303 -1.991 -3.582  0.000
O: 1.357 -0.965 -2.932  0.000
O: 0.185 -2.439 -4.186  0.000
H: -0.074 -4.314 -5.155  0.000
H: 0.395 -3.096 -6.281  0.000
H: 2.483 -3.803 -5.761  0.000
H: 1.931 -4.698 -4.250  0.000
C: -2.038 -1.873 3.204  0.000
C: -3.191 -1.334 4.066  0.000
O: -2.702 -1.601 5.345  0.000
C: -1.424 -1.726 5.323  0.000
O: -0.743 -1.908 6.343  0.000
O: -0.967 -1.581 4.045  0.000
H: -2.006 -1.320 2.266  0.000
H: -2.126 -2.953 3.081  0.000
H: -4.131 -1.793 3.760  0.000
H: -3.338 -0.278 3.836  0.000
C: 3.525 -2.438 5.098  0.000
C: 2.099 -1.980 5.023  0.000
O: 2.159 -0.935 4.116  0.000
C: 3.395 -0.828 3.613  0.000
O: 3.665 -0.117 2.666  0.000
O: 4.177 -1.666 4.150  0.000
H: 3.610 -3.491 4.830  0.000
H: 3.961 -2.252 6.080  0.000
H: 1.872 -1.700 6.052  0.000
H: 1.317 -2.667 4.701  0.000
C: -4.369 -5.380 1.239  0.000
C: -4.115 -3.972 0.719  0.000
O: -2.760 -3.777 0.845  0.000
C: -2.174 -4.811 1.414  0.000
O: -0.982 -4.912 1.593  0.000
O: -3.032 -5.743 1.736  0.000
H: -4.631 -5.969 0.360  0.000
H: -5.134 -5.453 2.012  0.000
H: -4.676 -3.213 1.264  0.000
H: -4.350 -4.150 -0.330  0.000
C: 0.077 -1.614 0.291  0.000
C: 1.492 -1.000 0.414  0.000
O: 1.203 0.237 0.941  0.000
C: -0.087 0.575 0.737  0.000
O: -0.557 1.684 0.909  0.001
O: -0.796 -0.504 0.296  0.000
H: -0.069 -2.156 1.226  0.000
H: -0.036 -2.351 -0.504  0.000
H: 2.011 -0.813 -0.527  0.000
H: 2.077 -1.558 1.145  0.000
C: 0.055 1.877 4.903  0.000
C: 0.519 2.991 4.081  0.000
O: -0.639 3.784 3.940  0.000
C: -1.609 2.885 3.819  0.000
O: -2.683 3.123 3.305  0.000
O: -1.269 1.750 4.443  0.000
H: -0.021 2.198 5.942  0.000
H: 0.559 0.938 4.677  0.000
H: 1.016 2.777 3.134  0.000
H: 1.319 3.525 4.593  0.000
C: 4.067 1.516 -0.098  0.000
C: 2.805 2.030 -0.801  0.000
O: 3.368 2.876 -1.912  0.000
C: 4.671 2.854 -1.886  0.000
O: 5.354 3.519 -2.708  0.000
O: 5.141 2.191 -0.746  0.000
H: 4.107 0.428 -0.048  0.000
H: 3.932 1.901 0.913  0.000
H: 2.149 2.564 -0.114  0.000
H: 2.368 1.152 -1.276  0.000
C: -3.597 -2.760 -3.989  0.000
C: -2.938 -3.337 -2.718  0.000
O: -3.219 -4.694 -2.952  0.000
C: -3.129 -5.028 -4.234  0.000
O: -2.951 -6.086 -4.705  0.000
O: -3.189 -3.804 -4.896  0.000
H: -3.215 -1.764 -4.212  0.000
H: -4.683 -2.730 -3.908  0.000
H: -3.407 -2.887 -1.843  0.000
H: -1.863 -3.234 -2.568  0.000
C: 5.729 -2.919 1.087  0.000
C: 5.739 -4.432 0.991  0.000
O: 4.655 -4.790 0.275  0.000
C: 3.783 -3.782 0.096  0.000
O: 2.643 -3.942 -0.379  0.000
O: 4.387 -2.651 0.651  0.000
H: 6.401 -2.283 0.510  0.000
H: 5.706 -2.564 2.117  0.000
H: 5.598 -4.809 2.004  0.000
H: 6.711 -4.871 0.766  0.000
C: -3.952 3.898 -2.165  0.013
C: -2.458 4.128 -2.355  0.050
C: -2.348 4.804 -3.784  0.000
C: -0.887 5.286 -4.043  0.000
C: -0.487 6.288 -2.983  0.000
C: -0.645 5.817 -1.504  0.053
N: -1.947 5.083 -1.281  0.677
O: -2.128 4.597 0.040  0.068
C: 0.524 4.896 -1.139  0.043
C: -0.617 7.144 -0.678  0.019
C: -1.776 2.742 -2.262  0.044
H: -4.256 3.432 -1.227  0.000
H: -4.413 3.168 -2.831  0.000
H: -4.571 4.776 -2.349  0.000
H: -2.481 4.121 -4.623  0.000
H: -3.034 5.638 -3.931  0.000
H: -0.760 5.526 -5.099  0.000
H: -0.184 4.455 -3.996  0.000
H: -1.119 7.175 -3.045  0.001
H: 0.520 6.625 -3.228  0.000
H: 0.692 4.194 -1.957  0.001
H: 1.455 5.415 -0.911  0.005
H: 0.300 4.451 -0.170  0.001
H: 0.259 7.775 -0.829  0.001
H: -1.587 7.614 -0.839  0.000
H: -0.717 6.856 0.368  0.000
H: -1.931 2.314 -1.271  0.001
H: -0.718 2.815 -2.513  0.000
H: -2.263 2.056 -2.955  0.005
H: -1.468 3.904 0.116  0.016

# 6
Formula: C5H5Cl
Source: OMol25
Level of theory: ωB97M-V/def2-TZVPD

Calculated values
- Energy relative to the best compared isomer or geometry (same formula, charge and spin): 10.7 kcal per mole
- M: 100.5 g/mol
- Frontier orbital gap: 9.20 eV
- E_HOMO: -0.3260 hartree

Each line ends with the Löwdin charge.
CARTESIAN COORDINATES (ANGSTROEM)
Cl: -2.596 -0.026 -0.396  0.562
C: -0.994 0.022 0.450  -0.654
C: -0.061 -1.150 0.056  -0.118
C: 1.116 -0.732 -0.421  -0.077
C: 1.077 0.738 -0.382  -0.075
C: -0.144 1.145 0.009  -0.155
H: -1.295 -0.011 1.500  0.107
H: -0.493 -2.151 0.117  0.103
H: 1.969 -1.384 -0.531  0.102
H: 1.937 1.380 -0.483  0.100
H: -0.517 2.168 0.081  0.108